The molecule CH3Cl2FSi in a non-equilibrium geometry, computed with ωB97M-V/def2-TZVPD.

As for the total energy: -36727.4324 eV. Its orbital gap is 11.391 eV. The energy relative to the best compared isomer or geometry (same formula, charge and spin) comes out at 80.2 kcal/mol. Its structure (SMILES) is FC[SiH](Cl)Cl. Its charge is 0. The molar mass comes out at 133.03 g mol⁻¹. The calculation puts the lowest unoccupied orbital energy at 0.66 eV.

Positions of all 8 atoms, in Å:
F 0.49 1.53 1.26
C -0.48 0.75 0.66
Si 0.37 -0.65 -0.44
Cl 1.17 0.27 -2.09
Cl -1.18 -1.87 -1.04
H -1.01 0.17 1.41
H -1.12 1.23 0.05
H 1.77 -1.43 0.19

***

The molecule C3H7NOS2 in a non-equilibrium geometry, computed with ωB97M-V/def2-TZVPD.

As for the total energy: -28431.4294 eV. Its orbital gap is 9.190 eV. The energy relative to the best compared isomer or geometry (same formula, charge and spin) comes out at 41.8 kcal/mol. Its structure (SMILES) is NC(=O)CCSS. Its charge is 0. The molar mass comes out at 137.23 g mol⁻¹. The calculation puts the lowest unoccupied orbital energy at -0.14 eV.

Positions of all 14 atoms, in Å:
N -1.93 1.86 -0.37
C -1.38 0.85 0.63
O -1.43 1.09 1.83
C -0.67 -0.30 -0.07
C 0.79 -0.91 0.28
S 1.77 -1.52 -1.19
S 3.66 -0.44 -0.77
H -2.69 2.42 0.01
H -2.25 1.47 -1.30
H -1.39 -1.27 0.04
H -0.59 0.13 -1.09
H 0.79 -1.92 0.75
H 1.26 -0.14 0.95
H 4.05 -1.31 0.30

***

The molecule C7H7N3O3 in a non-equilibrium geometry, computed with ωB97M-V/def2-TZVPD.

As for the total energy: -17978.3415 eV. Its orbital gap (alpha / beta) is 6.432 / 7.392 eV. The energy relative to the best compared isomer or geometry (same formula, charge and spin) comes out at 138.5 kcal/mol. Its charge is 0. The molar mass comes out at 181.15 g mol⁻¹. The calculation puts the lowest unoccupied orbital energy (alpha / beta) at -1.38 / -0.45 eV.

Positions of all 20 atoms, in Å:
C -1.08 0.73 0.88
C -0.97 0.62 2.34
C 0.18 -0.24 0.52
C -0.05 0.05 -1.76
C -1.35 0.49 -1.76
C 2.20 -0.90 -0.98
C 0.85 -0.39 -0.72
N 0.64 -0.72 1.68
N -2.60 0.65 0.44
N 2.77 -1.52 0.07
O 2.74 -0.78 -2.06
O -0.05 -0.23 2.70
O -2.47 0.69 -1.00
H -0.77 1.70 0.47
H -1.65 0.98 3.08
H 0.39 0.06 -2.75
H -1.72 0.76 -2.74
H -3.05 1.54 0.68
H 2.27 -1.60 0.95
H 3.69 -1.92 -0.03

***

A cluster of 2 separate species, C3H9NO3 in total in a non-equilibrium geometry, computed with ωB97M-V/def2-TZVPD.

As for the total energy: -10889.2207 eV. Its orbital gap is 9.298 eV. The energy relative to the best compared isomer or geometry (same formula, charge and spin) comes out at 31.4 kcal/mol. Its structure (SMILES) is CNCC(=O)O.O. Its charge is 0. The molar mass comes out at 107.11 g mol⁻¹. The calculation puts the lowest unoccupied orbital energy at 0.55 eV.

Positions of all 16 atoms, in Å:
C 1.14 0.21 1.19
N 0.98 1.31 0.26
C 0.21 1.24 -0.95
C -1.25 0.99 -0.64
O -2.11 1.82 -0.53
O -1.50 -0.32 -0.36
H 0.91 -0.69 0.63
H 0.39 0.25 1.98
H 2.15 0.19 1.59
H 1.23 2.20 0.63
H 0.61 0.40 -1.54
H 0.35 2.11 -1.59
H -2.48 -0.35 -0.31
O 1.87 -4.06 0.63
H 2.22 -3.32 1.14
H 1.42 -3.65 -0.13

***

A structure of composition C30H52As2BrN3PdSTe, computed with ωB97M-V/def2-TZVPD.

As for the total energy: -249715.5260 eV. Its orbital gap is 7.101 eV. The energy relative to the best compared isomer or geometry (same formula, charge and spin) comes out at 0.0 kcal/mol. Its charge is +4. The molar mass comes out at 950.60 g mol⁻¹. The calculation puts the lowest unoccupied orbital energy at -11.93 eV.

Positions of all 91 atoms, in Å:
Pd 1.56 -1.34 -0.16
C 5.02 2.93 1.57
C 4.74 1.78 0.64
C 5.67 1.35 -0.31
C 5.37 0.30 -1.17
C 4.15 -0.31 -1.02
Br 3.63 -1.72 -2.17
N 3.25 0.04 -0.10
C 3.55 1.08 0.70
H 6.07 3.19 1.56
H 4.74 2.69 2.59
H 4.46 3.81 1.26
H 6.63 1.85 -0.39
H 6.07 -0.03 -1.92
H 2.79 1.36 1.42
C -5.23 1.47 1.82
N -4.98 2.31 0.65
C -6.06 3.17 0.10
C -5.35 3.95 -1.02
N -4.03 3.28 -1.08
C -3.90 2.41 -0.10
S -2.52 1.34 0.22
H -5.98 0.72 1.58
H -5.60 2.11 2.63
H -4.31 0.98 2.15
H -6.45 3.80 0.89
H -6.86 2.53 -0.27
H -5.21 5.01 -0.77
H -5.85 3.88 -1.97
H -3.31 3.53 -1.74
C 0.82 -4.94 2.42
C 0.65 -3.51 2.91
As 1.77 -2.20 2.04
C 3.59 -2.89 2.06
C 4.02 -3.37 3.45
C 1.73 -0.71 3.28
C 0.33 -0.15 3.50
H 0.20 -5.61 3.03
H 1.85 -5.29 2.49
H 0.50 -5.06 1.38
H 0.97 -3.43 3.95
H -0.38 -3.17 2.88
H 4.22 -2.08 1.70
H 3.64 -3.69 1.32
H 4.01 -2.56 4.18
H 5.04 -3.75 3.39
H 3.40 -4.18 3.82
H 2.42 0.05 2.91
H 2.16 -1.10 4.21
H -0.12 0.19 2.57
H 0.37 0.69 4.19
H -0.33 -0.89 3.94
C -0.92 4.50 -0.13
Te -0.44 2.43 -0.32
C -0.61 2.74 -2.42
C -1.31 4.07 -2.58
C -1.79 4.46 -3.83
C -2.36 5.72 -3.98
C -2.45 6.58 -2.89
C -1.98 6.19 -1.65
C -1.41 4.93 -1.49
H 0.01 4.99 0.19
H -1.65 4.60 0.68
H -1.13 1.88 -2.85
H 0.42 2.74 -2.80
H -1.70 3.80 -4.68
H -2.73 6.03 -4.95
H -2.89 7.56 -3.02
H -2.06 6.87 -0.80
C 1.65 -5.42 -1.06
C 0.85 -4.40 -1.85
As -0.03 -2.97 -0.85
C -1.58 -3.65 0.10
C -2.17 -4.88 -0.58
C -0.90 -1.95 -2.28
C 0.02 -1.30 -3.30
H 2.16 -6.09 -1.75
H 1.01 -6.04 -0.43
H 2.41 -4.95 -0.43
H 0.05 -4.86 -2.43
H 1.49 -3.87 -2.56
H -2.29 -2.82 0.10
H -1.32 -3.86 1.13
H -2.43 -4.69 -1.62
H -3.08 -5.18 -0.07
H -1.48 -5.73 -0.55
H -1.53 -1.21 -1.78
H -1.58 -2.66 -2.76
H 0.68 -0.55 -2.85
H -0.56 -0.82 -4.08
H 0.67 -2.03 -3.79

***

A structure of composition C26H37N8ORhS3 in a non-equilibrium geometry, computed with ωB97M-V/def2-TZVPD.

As for the total energy: -77029.7745 eV. Its orbital gap (alpha / beta) is 5.053 / 5.169 eV. The energy relative to the best compared isomer or geometry (same formula, charge and spin) comes out at 27.3 kcal/mol. Its charge is +2. The molar mass comes out at 676.74 g mol⁻¹. The calculation puts the lowest unoccupied orbital energy (alpha / beta) at -7.12 / -7.02 eV.

Positions of all 76 atoms, in Å:
Rh -0.07 -1.07 0.01
C -0.58 0.07 4.10
N 0.42 -0.30 3.12
C 0.38 -1.68 2.72
C 1.03 0.60 2.31
N 1.32 0.26 1.05
C 2.48 0.61 0.42
C 3.63 0.68 1.23
C 4.88 0.97 0.72
C 5.01 1.26 -0.63
C 3.89 1.20 -1.48
C 4.08 1.55 -2.83
C 3.03 1.53 -3.72
C 1.79 1.12 -3.29
C 1.54 0.74 -1.95
N 0.33 0.18 -1.69
C -0.78 0.44 -2.40
N -1.14 1.70 -2.72
C -1.80 2.03 -3.97
C -0.59 2.82 -2.00
N -1.57 -0.59 -2.76
C -3.02 -0.47 -2.85
C -1.12 -1.94 -2.52
C 2.60 0.84 -0.99
N 1.27 1.86 2.76
C 1.52 2.95 1.85
C 1.66 2.13 4.13
H -1.55 -0.32 3.77
H -0.66 1.15 4.19
H -0.35 -0.36 5.07
H -0.04 -2.28 3.52
H 1.38 -2.05 2.47
H -0.28 -1.84 1.80
H 3.53 0.43 2.28
H 5.74 0.98 1.36
H 5.96 1.53 -1.04
H 5.07 1.83 -3.15
H 3.18 1.82 -4.75
H 1.00 1.01 -4.01
H -1.91 1.15 -4.59
H -1.17 2.75 -4.51
H -2.77 2.49 -3.80
H -0.34 2.50 -0.99
H -1.35 3.60 -1.94
H 0.30 3.23 -2.49
H -3.32 0.55 -2.61
H -3.47 -1.14 -2.11
H -3.37 -0.74 -3.84
H -0.11 -2.07 -2.91
H -1.79 -2.64 -3.02
H -1.13 -2.18 -1.41
H 1.08 2.74 0.88
H 2.59 3.15 1.72
H 1.06 3.85 2.27
H 1.62 1.23 4.73
H 1.02 2.91 4.56
H 2.69 2.50 4.13
C 0.31 -6.15 -0.63
O 0.57 -4.82 -0.20
C 1.37 -4.06 -0.93
S 2.01 -4.38 -2.43
S 1.84 -2.56 -0.28
H -0.61 -6.45 -0.13
H 1.13 -6.80 -0.33
H 0.19 -6.19 -1.72
S -2.01 0.63 0.57
C -3.29 -0.01 1.43
N -4.45 0.72 1.50
C -5.55 0.23 2.10
C -5.50 -1.00 2.69
C -4.26 -1.67 2.66
N -3.20 -1.19 2.05
H -4.45 1.64 1.07
H -6.44 0.84 2.08
H -6.36 -1.44 3.16
H -4.12 -2.63 3.14